Density functional theory data (wB97M-V/def2-TZVPD) for a structure of composition C25H38P2Pt.

Last column: Löwdin spin population.
Geometry (Å):
P 0.118 -2.815 0.346  0.058
P -0.046 3.179 0.872  0.087
C -0.205 0.478 -0.316  0.310
C 0.286 1.927 -0.476  0.068
H 0.368 -0.016 0.488  0.023
H -1.268 0.454 -0.017  0.028
H 1.382 1.921 -0.590  0.003
H -0.139 2.365 -1.393  0.004
C -1.406 4.196 0.298  0.007
H -2.058 4.462 1.139  0.001
H -1.987 3.652 -0.458  0.001
H -0.998 5.113 -0.148  0.000
C 1.436 4.159 1.084  0.015
H 1.305 5.121 0.565  0.000
H 2.305 3.640 0.648  0.002
H 1.625 4.347 2.150  0.001
C -0.435 -4.494 -0.123  0.004
H -0.062 -5.237 0.594  0.001
H -0.059 -4.728 -1.130  0.000
H -1.534 -4.516 -0.140  0.000
C 1.896 -3.037 0.697  0.008
H 2.324 -2.059 0.959  0.001
H 2.400 -3.422 -0.200  0.001
H 2.032 -3.738 1.532  0.001
Pt -0.176 -0.917 -1.994  0.391
C 0.402 0.362 -3.431  0.097
C -1.053 0.367 -3.274  0.169
C -1.940 -0.318 -4.295  0.040
C -1.719 -1.853 -4.349  0.038
C -0.932 -2.387 -3.163  0.264
C 0.526 -2.394 -3.195  0.306
C 1.259 -1.849 -4.403  0.045
C 1.047 -0.326 -4.621  0.021
C -0.600 -2.414 1.976  0.012
H 0.918 1.260 -3.062  0.015
H -1.471 1.267 -2.802  0.019
H -1.814 0.140 -5.286  0.009
H -2.985 -0.134 -4.006  0.001
H -2.701 -2.343 -4.348  0.001
H -1.237 -2.150 -5.290  0.011
H -1.393 -3.217 -2.613  0.014
H 1.005 -3.239 -2.685  0.023
H 1.005 -2.419 -5.306  0.015
H 2.330 -2.024 -4.242  0.002
H 2.032 0.133 -4.773  0.001
H 0.475 -0.125 -5.536  0.002
H -0.339 -1.379 2.245  0.000
H -0.214 -3.095 2.749  0.002
H -1.695 -2.502 1.923  0.000
C 2.155 0.485 5.071  0.108
C 2.607 0.894 3.800  0.150
C 1.712 1.419 2.877  0.199
C 0.350 1.603 3.204  0.019
C -0.604 2.261 2.336  0.354
C -1.968 2.153 2.607  0.197
C -2.422 1.570 3.804  0.203
C -1.517 1.058 4.719  0.369
C -0.126 1.072 4.454  0.011
C 0.808 0.558 5.384  0.222
H 2.867 0.104 5.801  0.001
H 3.660 0.810 3.541  0.005
H 2.083 1.701 1.893  0.007
H -2.700 2.527 1.894  0.007
H -3.488 1.540 4.006  0.004
H -1.862 0.621 5.656  0.014
H 0.435 0.228 6.356  0.007

As for the charge: +2. As for the LUMO energy (alpha / beta): -5.79 / -9.03 eV. The calculation puts the energy above the lowest of the compared OMol25 structures with the same formula, charge and spin at 119.8 kJ/mol. The value obtained for the HOMO-LUMO gap (alpha / beta) is 5.0 / 5.5 eV. The spin multiplicity is 5. The calculation puts the electronic energy at -48345.013 eV.